{
  "formula": "C2H7N2O",
  "method": "ωB97M-V/def2-TZVPD",
  "spin_multiplicity": 1,
  "charge": -1,
  "symbols": ["C", "O", "H", "H", "H", "N", "C", "N", "H", "H", "H", "H"],
  "xyz": [[-1.115, -1.553, -0.265], [-1.613, -0.601, 0.670], [-0.300, -1.127, -0.840], [-0.988, -2.509, 0.227], [-1.938, -1.669, -1.000], [1.957, 0.553, 0.110], [0.628, 1.039, 0.004], [0.456, 2.316, -0.136], [1.963, -0.408, 0.385], [2.543, 1.234, 0.589], [-1.065, 0.261, 0.574], [-0.529, 2.463, -0.317]],
  "atomic_forces_ev_per_a": [[-2.19, 1.29, -0.23], [0.25, 0.42, 0.19], [0.69, -0.23, 0.30], [0.60, -0.24, 0.04], [0.29, -0.42, -0.02], [-0.89, 1.28, -0.28], [-1.01, -0.40, -0.57], [1.01, 0.01, 0.03], [0.39, 0.01, 0.54], [0.50, -0.40, 0.09], [0.42, -1.42, -0.33], [-0.05, 0.11, 0.23]]
}


{
  "formula": "C2H7N2O",
  "method": "ωB97M-V/def2-TZVPD",
  "spin_multiplicity": 1,
  "charge": 1,
  "symbols": ["C", "C", "N", "N", "O", "H", "H", "H", "H", "H", "H", "H"],
  "xyz": [[2.635, -0.162, 0.222], [-1.241, 0.942, 0.382], [-0.589, -0.205, -0.190], [0.704, -0.673, 0.331], [3.196, -0.206, -0.763], [2.902, -0.316, 1.237], [-1.292, 0.825, 1.530], [-0.964, 2.039, -0.023], [-2.308, 0.800, 0.091], [-0.697, -0.238, -1.197], [0.580, -0.707, 1.426], [0.623, -1.573, -0.153]],
  "atomic_forces_ev_per_a": [[-1.40, -1.38, -0.71], [-1.01, 1.76, 0.79], [0.39, 0.32, 0.64], [-0.94, 1.13, 0.75], [-0.18, 0.59, -0.72], [0.12, 0.43, 1.39], [0.46, 0.58, -1.76], [-0.09, -2.49, 1.21], [0.68, 0.22, 0.12], [0.83, -0.21, -0.01], [0.09, -0.51, -2.76], [1.05, -0.45, 1.06]]
}


{
  "formula": "C2H7N2O",
  "method": "ωB97M-V/def2-TZVPD",
  "spin_multiplicity": 1,
  "charge": 1,
  "symbols": ["C", "C", "N", "N", "O", "H", "H", "H", "H", "H", "H", "H"],
  "xyz": [[1.327, -0.780, 0.527], [0.955, 0.423, -0.161], [0.379, 1.557, -0.063], [-1.577, -0.354, -0.349], [1.418, -0.468, -0.893], [2.332, -0.788, 1.143], [0.651, -1.394, 0.965], [0.006, 2.054, -0.894], [-0.051, 1.869, 0.797], [-2.293, -0.262, -1.049], [-2.045, -0.636, 0.518], [-1.102, -1.221, -0.540]],
  "atomic_forces_ev_per_a": [[4.66, 2.89, 2.31], [-1.41, 0.74, 3.64], [0.00, 1.33, -2.02], [-0.19, -0.70, 1.08], [0.65, -1.39, -3.05], [-1.81, 0.09, -1.80], [-2.40, -2.15, 0.22], [0.67, -0.51, 0.58], [0.32, -0.39, 0.26], [-0.34, -0.03, -0.25], [-0.29, 0.57, -0.22], [0.14, -0.43, -0.75]]
}


{
  "formula": "C2H7N2O",
  "method": "ωB97M-V/def2-TZVPD",
  "spin_multiplicity": 1,
  "charge": 1,
  "symbols": ["C", "C", "N", "N", "O", "H", "H", "H", "H", "H", "H", "H"],
  "xyz": [[-1.229, -0.415, -0.121], [1.195, 0.234, -0.436], [-2.178, 0.446, -0.113], [1.787, -0.858, 0.030], [1.066, 1.271, 0.217], [-1.578, -1.473, 0.094], [1.069, 0.287, -1.458], [-1.899, 1.433, -0.041], [-3.084, 0.272, 0.108], [1.747, -0.850, 1.083], [1.860, -1.623, -0.504], [1.243, 1.275, 1.140]],
  "atomic_forces_ev_per_a": [[0.87, -1.57, 0.04], [0.60, -4.36, 0.01], [3.20, 1.75, 0.18], [-0.91, 4.97, 4.31], [-0.64, 3.92, 0.13], [-0.11, 1.05, -0.51], [-0.46, 0.38, -2.06], [-0.42, -0.45, -0.62], [-3.48, -0.77, 0.68], [0.59, -1.12, -1.70], [0.35, -3.54, -2.01], [0.40, -0.25, 1.55]]
}


{
  "formula": "C2H7N2O",
  "method": "ωB97M-V/def2-TZVPD",
  "s2": 2.007,
  "spin_multiplicity": 3,
  "charge": 1,
  "symbols": ["C", "C", "N", "N", "O", "H", "H", "H", "H", "H", "H", "H"],
  "xyz": [[0.019, -0.152, -0.181], [-1.649, 0.534, -0.036], [0.934, 0.749, -0.191], [0.233, -1.402, 0.081], [2.289, 0.387, -0.153], [-2.432, -0.111, -0.413], [-1.767, 0.680, 1.031], [-1.655, 1.526, -0.511], [0.958, 1.719, -0.465], [-0.479, -1.965, 0.389], [1.097, -1.847, -0.229], [2.453, -0.118, 0.679]],
  "atomic_forces_ev_per_a": [[-11.12, 1.25, -2.08], [3.56, -0.50, 0.46], [8.39, 3.95, 0.82], [3.81, -2.37, 0.30], [-1.48, 0.13, 0.85], [0.37, -0.29, -0.34], [-0.21, 0.03, 0.22], [0.10, -0.56, -0.08], [-0.92, 0.10, -0.45], [-1.91, -1.67, 1.03], [-0.47, -0.28, -0.19], [-0.12, 0.21, -0.53]]
}


{
  "formula": "C2H7N2O",
  "method": "ωB97M-V/def2-TZVPD",
  "s2": 0.787,
  "spin_multiplicity": 2,
  "charge": 2,
  "symbols": ["C", "N", "H", "H", "H", "H", "C", "N", "O", "H", "H", "H"],
  "xyz": [[1.714, -1.038, 1.255], [0.689, -1.361, 1.933], [2.272, -0.182, 1.604], [2.027, -1.490, 0.323], [0.130, -2.172, 1.683], [0.468, -0.858, 2.788], [-0.579, 0.783, -1.544], [-1.824, 1.337, -1.276], [0.124, 0.447, -0.606], [-0.233, 0.704, -2.579], [-2.528, 1.414, -2.024], [-2.152, 1.480, -0.315]],
  "atomic_forces_ev_per_a": [[0.18, 0.80, 0.16], [0.29, -0.51, -0.26], [0.27, 0.10, 0.08], [-0.23, -0.52, 0.14], [-0.13, 0.00, 0.15], [-0.10, -0.15, 0.09], [-0.99, 1.20, -0.25], [0.82, -0.46, -0.52], [-0.16, -0.17, 0.49], [-0.31, -0.12, -0.15], [0.19, -0.06, 0.12], [0.18, -0.10, -0.04]]
}


{
  "formula": "C2H7N2O2",
  "method": "ωB97M-V/def2-TZVPD",
  "spin_multiplicity": 1,
  "charge": -1,
  "symbols": ["N", "C", "N", "H", "H", "H", "H", "H", "H", "O", "C", "O", "H"],
  "xyz": [[-0.087, 0.455, 1.576], [1.360, 0.633, 1.478], [2.049, 0.010, 0.353], [-0.117, -0.556, 1.384], [-0.483, 0.726, 0.656], [1.740, 0.290, 2.447], [1.538, 1.712, 1.462], [1.384, -0.461, -0.269], [2.538, -0.819, 0.692], [-0.274, -0.924, -1.670], [-1.393, -0.465, -1.367], [-1.701, 0.429, -0.558], [-2.265, -0.979, -1.868]],
  "atomic_forces_ev_per_a": [[0.85, -1.09, -1.16], [-0.37, 1.03, 0.90], [0.24, -1.32, -0.02], [-0.73, -0.01, 0.64], [-0.25, 0.38, 0.52], [0.52, -0.12, -0.18], [0.12, 0.06, -0.12], [-0.38, 0.81, -0.30], [0.28, 0.33, 0.20], [0.28, 0.09, 0.12], [-0.34, -0.66, -0.21], [-0.26, 0.37, -0.35], [0.05, 0.14, -0.05]]
}


{
  "formula": "C2H7N2O2",
  "method": "ωB97M-V/def2-TZVPD",
  "spin_multiplicity": 1,
  "charge": -1,
  "symbols": ["C", "C", "N", "N", "O", "O", "H", "H", "H", "H", "H", "H", "H"],
  "xyz": [[-2.023, -0.347, 0.559], [-0.528, 0.442, -1.213], [2.310, 0.428, 0.785], [1.709, -0.668, 0.190], [2.407, -1.189, -0.766], [-1.776, 0.720, -0.387], [-3.058, -0.671, 0.610], [-1.519, -0.217, 1.600], [-1.592, -1.217, 0.188], [-0.878, -0.307, -1.868], [-0.168, 1.396, -1.670], [3.346, 0.588, 0.669], [1.769, 1.041, 1.304]],
  "atomic_forces_ev_per_a": [[1.16, 1.58, 0.34], [-0.56, 1.23, 2.08], [3.12, -1.38, -1.42], [0.45, -0.67, -2.03], [-0.79, 1.40, 2.49], [0.30, -0.59, 0.79], [-0.63, 0.92, 0.33], [-1.01, 0.23, -1.49], [1.35, -1.70, -0.75], [0.12, -0.96, -1.34], [-0.54, -0.66, 0.29], [-1.79, -0.24, -0.20], [-1.20, 0.84, 0.88]]
}


What are the ΔE to the lowest compared entry with this formula, charge and spin values for these records? In order: 1.522, 4.647, 3.232, 3.456, 2.273, 0.398, 0.692, 7.897 eV.